(1)
A 2-piece molecular cluster, C3H10N2O overall at a distorted geometry, computed with wB97M-V/def2-TZVPD.

```
16
Properties=species:S:1:pos:R:3:forces:R:3:mulliken_charge:R:1
C 0.164 -1.867 1.344 -0.38 -1.71 -0.01 -0.843
C 1.964 -0.856 0.334 -1.18 -0.89 0.24 -0.344
N 0.962 -1.634 0.174 0.23 1.81 0.23 -0.516
H 0.806 -2.004 2.183 0.25 -0.54 1.07 0.408
H -0.486 -1.046 1.570 -0.21 0.84 -0.12 0.314
H -0.543 -2.683 1.149 0.51 -0.16 0.36 0.282
H 2.448 -0.564 1.276 -0.38 -0.09 0.01 0.277
H 2.201 -0.365 -0.559 1.56 0.47 -1.24 0.421
H -0.229 -0.331 -0.229 -3.59 0.97 -1.95 0.392
N -1.366 2.479 -0.911 -1.68 0.20 1.96 -0.623
C -0.686 1.283 -1.334 -0.46 -1.14 -0.14 -0.179
O -1.142 0.048 -0.670 3.94 0.14 1.64 -0.569
H -1.123 2.704 0.100 -0.27 -0.44 -1.74 0.239
H -2.439 2.360 -0.880 2.36 -0.02 -0.35 0.258
H 0.431 1.440 -1.157 -1.41 -0.27 -0.52 0.220
H -0.963 1.037 -2.389 0.70 0.84 0.56 0.262
```
Forces are in eV/Å.

Computed properties:
Max |F|: 0.0830 Eh/bohr
Kohn-Sham gap: 10.0 eV
Energy relative to the best compared isomer or geometry (same formula, charge and spin): 69.5 kcal per mole
Calculated total energy: -8298.492 eV

(2)
A 2-piece molecular cluster, C3H10N2O overall at a distorted geometry, computed with wB97M-V/def2-TZVPD.

```
16
Properties=species:S:1:pos:R:3:forces:R:3:mulliken_charge:R:1
C 1.026 -1.417 0.379 -3.80 0.60 -1.20 -0.933
C -0.738 -0.811 -1.490 0.30 -0.34 0.41 -0.905
N -0.459 -0.684 -0.070 3.04 -0.86 0.48 -0.416
H -1.208 -0.406 0.557 0.51 -0.81 0.08 0.339
H -1.655 -0.285 -1.766 0.15 -0.01 0.17 0.334
H 0.840 -2.463 0.147 0.19 -0.04 0.02 0.317
H 1.790 -1.020 -0.288 -0.25 0.25 -0.01 0.417
H 1.332 -1.337 1.421 -0.54 0.44 -0.04 0.302
H 0.092 -0.383 -2.058 -0.08 0.20 -0.04 0.308
H -0.821 -1.857 -1.797 -0.18 -0.09 -0.07 0.302
N -0.510 1.883 1.377 -0.49 -0.82 -0.73 -0.433
C 0.168 1.448 0.228 3.58 2.71 1.20 0.435
O 0.213 2.182 -0.766 -0.96 -1.59 0.38 -0.606
H -0.885 2.820 1.316 -0.04 -0.33 0.21 0.208
H -0.304 1.447 2.265 -0.07 0.37 -0.24 0.213
H 1.120 0.883 0.545 -1.35 0.33 -0.62 0.117
```
Forces are in eV/Å.

Computed properties:
Max |F|: 0.0903 Eh/bohr
Kohn-Sham gap: 9.3 eV
Energy relative to the best compared isomer or geometry (same formula, charge and spin): 65.6 kcal per mole
Calculated total energy: -8298.657 eV

(3)
One molecule with the formula C3H10N2O at a distorted geometry, computed with wB97M-V/def2-TZVPD.

```
16
Properties=species:S:1:pos:R:3:forces:R:3:mulliken_charge:R:1
C 0.781 -0.102 -0.365 -1.11 0.41 -0.87 -0.678
N -0.614 -0.530 -0.653 0.18 0.24 0.72 -0.349
C -1.409 0.163 -1.622 0.22 -0.10 0.18 -0.427
O -1.748 1.526 -1.304 0.16 -0.36 0.76 -0.508
C 1.003 0.263 1.081 0.41 -0.97 1.09 -0.283
N 1.444 -0.934 1.838 -0.07 0.06 -0.13 -0.621
H 0.988 0.769 -0.991 0.20 -0.12 -0.07 0.321
H 1.390 -0.947 -0.669 0.62 0.17 0.11 0.363
H -1.131 -0.609 0.224 0.03 -0.18 -0.36 0.235
H -0.903 0.253 -2.581 0.12 -0.39 -0.05 0.340
H -2.286 -0.484 -1.709 -0.33 0.49 -0.28 0.296
H -1.624 1.593 -0.342 -0.26 0.19 -0.47 0.309
H 1.801 0.984 1.223 0.01 0.34 -0.30 0.281
H 0.091 0.671 1.531 -0.09 0.26 -0.27 0.278
H 0.968 -1.761 1.511 -0.14 -0.14 -0.05 0.229
H 1.249 -0.855 2.828 0.03 0.10 -0.01 0.213
```
Forces are in eV/Å.

Computed properties:
Max |F|: 0.0294 Eh/bohr
Kohn-Sham gap: 10.1 eV
Energy relative to the best compared isomer or geometry (same formula, charge and spin): 33.3 kcal per mole
Calculated total energy: -8300.061 eV

(4)
A 2-piece molecular cluster, C3H10N2O overall at a distorted geometry, computed with wB97M-V/def2-TZVPD.

```
16
Properties=species:S:1:pos:R:3:forces:R:3:mulliken_charge:R:1
C 3.809 0.378 0.050 -0.62 -0.05 -0.79 -0.619
C 2.847 0.541 0.951 1.01 1.11 1.90 -0.039
O 1.505 0.536 0.766 -0.71 -0.73 -1.45 -0.428
H 4.779 0.856 0.090 0.12 -0.48 0.87 0.236
H 3.632 -0.114 -0.899 -0.44 0.29 -0.14 0.245
H 3.043 0.894 1.985 0.49 0.00 -0.71 0.272
H 1.007 -0.085 1.302 0.46 -0.11 0.50 0.287
N -1.143 -0.044 -0.444 -0.80 0.36 -1.12 -0.432
C -2.547 -0.059 -0.216 -2.74 -1.47 2.32 -0.340
N -3.349 -0.831 -1.237 1.59 0.14 0.07 -0.678
H -0.827 0.741 -0.990 0.26 0.07 0.20 0.206
H -0.598 -0.195 0.365 0.30 0.11 0.44 0.185
H -2.778 -0.549 0.760 0.91 -0.47 -0.38 0.260
H -3.148 0.807 0.102 0.87 1.04 -1.29 0.335
H -2.568 -1.189 -1.794 -0.45 0.04 -0.49 0.277
H -3.664 -1.689 -0.793 -0.23 0.16 0.09 0.235
```
Forces are in eV/Å.

Computed properties:
Max |F|: 0.0755 Eh/bohr
Kohn-Sham gap: 9.9 eV
Energy relative to the best compared isomer or geometry (same formula, charge and spin): 69.0 kcal per mole
Calculated total energy: -8298.514 eV

(5)
A 2-piece molecular cluster, C3H10N2O overall at a distorted geometry, computed with wB97M-V/def2-TZVPD.

```
16
Properties=species:S:1:pos:R:3:forces:R:3:mulliken_charge:R:1
C -0.648 -0.925 -1.559 0.45 -1.67 -0.38 -1.022
C -0.473 -0.691 -0.124 -1.21 0.35 1.06 0.749
C 0.812 -0.623 0.403 2.42 -1.09 1.07 -0.477
N 1.211 -0.176 1.644 -0.86 1.58 -1.66 -0.401
N -1.545 -0.500 0.682 -0.30 0.83 -0.04 -0.387
H 0.329 -1.277 -1.897 -0.05 0.80 -0.73 0.310
H -1.251 -1.825 -1.741 -0.31 0.20 0.43 0.373
H -1.134 -0.150 -2.125 0.24 0.58 -0.27 0.349
H 1.708 -1.046 -0.152 -1.46 0.76 0.28 0.305
H 0.561 0.453 2.152 0.21 -0.81 -0.34 0.306
H 2.061 0.385 1.480 0.09 -0.77 0.73 0.355
H -2.328 0.137 0.462 0.50 -1.12 -0.33 0.247
H -1.540 -0.830 1.634 0.29 0.31 0.23 0.275
H 1.073 1.798 -0.756 0.05 1.07 0.53 0.323
H 0.111 2.729 0.002 0.31 0.18 -0.07 0.322
O 1.055 2.540 -0.106 -0.37 -1.19 -0.52 -0.627
```
Forces are in eV/Å.

Computed properties:
Max |F|: 0.0556 Eh/bohr
Net charge: +1
Kohn-Sham gap (alpha / beta): 10.5 / 8.6 eV
Energy relative to the best compared isomer or geometry (same formula, charge and spin): 16.3 kcal per mole
Calculated total energy: -8292.925 eV
Multiplicity: 2

(6)
A 2-piece molecular cluster, C3H10N2O2 overall at a distorted geometry, computed with wB97M-V/def2-TZVPD.

```
17
Properties=species:S:1:pos:R:3:forces:R:3:mulliken_charge:R:1
O 1.838 0.965 -0.639 0.62 0.00 0.26 -0.248
C 1.203 0.155 0.020 -0.56 -0.28 -0.72 -0.110
N 0.849 -1.082 -0.577 0.11 0.32 -0.10 -0.403
C 1.349 -1.293 -1.938 -2.10 1.10 0.08 -0.649
N 0.631 -0.421 -2.947 1.22 -0.72 0.03 -0.770
C 0.590 0.528 1.337 -0.48 -0.12 -0.97 -1.879
H -0.145 -1.323 -0.547 0.15 0.05 0.72 0.596
H 0.988 -2.269 -2.240 0.96 -0.61 0.32 0.432
H 2.409 -1.082 -1.888 0.19 -0.39 -0.51 0.342
H 1.320 0.209 -3.339 -0.27 0.34 0.11 0.292
H -0.042 0.121 -2.437 -0.17 0.48 0.08 0.298
H 1.118 1.397 1.710 0.02 -0.09 0.33 0.542
H 0.432 -0.286 2.033 0.20 -0.01 0.13 0.820
H -0.434 0.880 1.040 0.08 -0.03 0.32 0.066
H -4.311 1.110 4.210 0.28 0.18 0.91 0.475
H -3.477 1.379 2.934 -0.14 -0.19 0.18 0.578
O -4.318 1.012 3.270 -0.13 -0.03 -1.16 -1.381
```
Forces are in eV/Å.

Computed properties:
Max |F|: 0.0462 Eh/bohr
Net charge: -1
Kohn-Sham gap (alpha / beta): 2.9 / 9.9 eV
Energy relative to the best compared isomer or geometry (same formula, charge and spin): 16.7 kcal per mole
Calculated total energy: -10347.305 eV
Multiplicity: 2